Computed, not measured: a 2-piece molecular cluster, CH4NO4P overall in a non-equilibrium geometry, with ωB97M-V/def2-TZVPD.

Values from the calculation:
Charge   -2
Molecular weight   125.02 g mol⁻¹
Multiplicity   3
Calculated total energy   -20068.0387 eV
Highest occupied orbital energy (alpha / beta)   0.111 / -0.008 Eh
Energy relative to the best compared isomer or geometry (same formula, charge and spin)   72.1 kJ/mol
⟨S²⟩   2.01
E_LUMO (alpha / beta)   7.24 / 5.93 eV

The geometry in XYZ format:
```
11
Properties=species:S:1:pos:R:3:forces:R:3
C 0.174355 -1.250103 0.105398 4.84 -7.25 3.12
N -0.285110 -0.254167 -0.401423 -4.58 4.79 -2.20
O -2.519037 -0.886771 1.036417 1.24 1.11 -1.87
O -2.077462 1.554592 0.281182 -0.20 -0.91 0.03
O -2.779351 -0.166105 -1.490191 0.96 -0.14 1.36
O 0.266511 2.336210 0.299776 3.33 -0.93 -2.20
P -2.114486 0.078426 -0.122097 -2.97 0.29 -0.24
H 1.205755 -1.570376 -0.296374 -0.83 -0.11 0.34
H 0.705296 1.717455 -0.412748 -1.24 1.86 2.21
H -0.457212 -2.089558 0.561511 0.69 1.00 -0.71
H -0.582154 1.855186 0.397456 -1.24 0.28 0.16
```
Positions in Å, forces in eV/Å.

natural (NBO) atomic charge list, values in e, 4 entries: -0.527 -0.513 -1.172 -1.205